{"formula": "C5H12NO", "method": "the ωB97M-V functional and the def2-TZVPD basis", "charge": -1, "lumo_energy_ev": 4.05, "smiles": "CC(C)[C@H](N)C[O-]", "total_energy_ev": -8915.0358, "gap_ha": 0.229, "relative_energy_ev": 2.028, "species": ["O", "N", "C", "C", "C", "C", "C", "H", "H", "H", "H", "H", "H", "H", "H", "H", "H", "H", "H"], "xyz": [[-2.64, -0.74, -0.89], [-0.18, 1.65, 0.09], [-0.59, 0.35, -0.45], [1.82, -0.23, -1.09], [0.63, -0.69, 1.20], [-2.04, -0.05, 0.11], [0.54, -0.71, -0.32], [-0.85, 0.34, -1.61], [0.08, -1.75, -0.75], [-0.88, 2.35, -0.11], [0.98, 0.29, 1.68], [-0.28, -1.05, 1.60], [1.45, -1.53, 1.54], [2.05, -0.53, -2.08], [-0.25, 1.53, 1.09], [2.61, -0.54, -0.37], [-1.97, -0.61, 0.97], [1.92, 0.92, -1.03], [-2.40, 0.99, 0.42]]}